{"formula": "C3H8NO", "method": "the ωB97M-V functional and the def2-TZVPD basis", "e_lumo_ev": -5.9, "de_lowest_ev": 1.746, "homo_energy_ha": -0.490, "total_charge": 1, "homo_lumo_gap_ev": 7.447, "largest_force_ev_per_a": 1.82, "elements": ["C", "N", "H", "H", "H", "H", "C", "C", "O", "H", "H", "H", "H"], "xyz": [[-2.243, -0.079, 1.177], [-1.326, -0.747, 0.582], [-3.270, -0.344, 1.004], [-1.885, 0.537, 1.999], [-0.375, -0.383, 0.492], [-1.539, -1.641, 0.148], [0.591, 1.269, -1.093], [1.548, 0.514, -0.564], [1.450, -0.819, -0.233], [0.856, 2.302, -1.264], [-0.466, 1.042, -1.114], [2.545, 0.937, -0.610], [2.362, -1.087, -0.050]], "forces_ev_per_a": [[1.196, -1.192, 0.669], [-0.811, 0.301, -0.015], [-0.360, -0.122, 0.328], [-0.454, 1.059, -0.686], [0.406, -0.628, 0.644], [0.020, 0.381, -0.782], [-0.287, 0.210, 1.200], [0.254, 0.318, -1.481], [0.273, 0.653, 0.184], [-0.052, -0.031, -0.227], [0.055, -0.239, -0.438], [0.152, -0.272, 0.471], [-0.391, -0.437, 0.132]]}